[1]
Formula: C29H28F6N3
Source: the Open Molecules 2025 dataset
Level of theory: ωB97M-V/def2-TZVPD

```
66
Properties=species:S:1:pos:R:3:lowdin_charge:R:1
F 5.746 2.145 -2.726 0.12
F -4.593 3.109 0.459 0.11
F -5.361 4.268 -1.253 0.11
F -6.766 3.513 0.283 0.13
F 6.724 3.908 -1.854 0.12
F 7.941 2.159 -2.450 0.14
N 5.270 2.461 0.008 -0.13
N -4.578 1.806 -2.070 -0.17
N -0.263 -2.172 0.995 0.06
C -0.874 -4.231 4.741 -0.03
C -0.906 0.187 -0.735 -0.18
C 6.536 1.967 -0.509 -0.04
C -1.717 -6.100 0.834 -0.06
C -5.647 3.205 -0.426 -0.53
C 2.847 -0.321 -0.171 0.01
C -0.194 -2.249 3.386 -0.01
C 5.343 3.683 0.771 -0.04
C 0.399 -0.375 -0.637 0.06
C 1.632 0.354 -0.535 -0.18
C -0.984 -4.191 2.181 -0.09
C -1.433 -5.392 -0.351 -0.06
C -2.271 2.101 -1.367 0.03
C -0.024 -1.586 2.159 -0.11
C 1.772 1.754 -0.808 0.00
C -0.727 -3.458 0.958 -0.20
C 4.058 0.342 -0.102 0.01
C -2.069 -0.636 -0.883 0.02
C 6.762 2.533 -1.883 -0.53
C 2.891 2.454 -0.398 0.02
C -3.394 1.265 -1.595 -0.21
C -1.173 1.595 -0.701 0.00
C -0.685 -3.544 3.415 -0.19
C -3.295 -0.101 -1.226 0.02
C -0.944 -4.094 -0.287 -0.03
C -1.490 -5.516 2.074 -0.01
C 4.103 1.764 -0.140 -0.20
C -5.754 1.932 -1.218 -0.04
C -4.741 2.266 -3.429 -0.04
H 2.896 3.545 -0.371 0.12
H 0.508 -1.437 -0.879 0.11
H -1.590 -5.848 -1.324 0.11
H -6.649 1.995 -1.848 0.14
H -2.354 3.151 -1.657 0.13
H 2.817 -1.390 0.057 0.13
H -4.200 -0.711 -1.287 0.13
H -1.611 -3.709 5.369 0.10
H 6.347 3.768 1.201 0.10
H 4.618 3.657 1.595 0.10
H -5.779 1.100 -0.505 0.14
H 0.064 -4.253 5.315 0.10
H -0.516 2.273 -0.161 0.12
H 0.330 -0.552 2.151 0.11
H 0.069 -1.720 4.299 0.12
H 6.522 0.881 -0.602 0.13
H -2.110 -7.114 0.768 0.11
H 7.345 2.337 0.130 0.15
H -1.702 -6.098 2.977 0.11
H -4.127 1.658 -4.108 0.10
H -1.989 -1.702 -0.679 0.09
H 4.996 -0.196 0.052 0.12
H -0.706 -3.522 -1.184 0.11
H -1.212 -5.262 4.616 0.06
H -4.447 3.322 -3.543 0.09
H -5.797 2.152 -3.707 0.10
H 0.998 2.298 -1.345 0.11
H 5.141 4.577 0.162 0.10
```

Values from the calculation:
LUMO   -4.668 eV
Total charge   +1
Gap between HOMO and LUMO   6.2 eV

[2]
Formula: C29H28Ge2N2O10STi
Source: the Open Molecules 2025 dataset
Level of theory: ωB97M-V/def2-TZVPD

```
73
Properties=species:S:1:pos:R:3:mulliken_spin:R:1
Ge 4.303 -0.443 1.269 0.00
Ge 2.842 0.490 -0.508 0.07
Ti 0.184 -0.404 0.135 0.80
S -0.285 -2.897 1.059 0.00
O -4.186 5.354 1.595 0.00
O -0.100 -1.563 1.779 0.01
O -4.465 1.213 -2.909 0.00
O -1.113 0.500 -0.818 0.01
O 0.043 -2.465 -0.340 0.00
O -5.579 4.746 0.064 0.00
O 0.461 1.165 1.098 -0.02
O -3.180 -0.358 -2.198 0.00
O 0.500 -3.950 1.597 0.00
O -0.088 2.928 2.343 0.02
N -4.547 4.638 0.689 0.00
N -3.628 0.773 -2.156 0.00
C -6.156 -4.150 1.331 0.00
C 6.068 -0.444 0.438 0.00
C 1.690 4.456 -1.317 0.00
C 1.046 -0.132 -2.793 -0.02
C 3.712 -2.230 1.749 0.01
C -4.019 2.696 -0.723 0.00
C -2.464 3.356 0.995 0.00
C -4.198 -2.957 0.285 0.00
C 0.546 -0.999 -3.750 0.00
C -2.847 -2.674 0.199 0.02
C 2.362 -1.949 -1.866 0.06
C -2.441 -4.160 2.076 0.00
C -4.691 -3.830 1.253 0.00
C -1.610 2.320 0.640 0.01
C 1.944 -0.600 -1.811 0.03
C 2.830 5.155 -0.935 0.00
C -1.983 -3.281 1.103 -0.02
C -3.797 -4.424 2.143 0.00
C -3.179 1.657 -1.066 0.01
C -3.648 3.533 0.310 0.00
C 3.935 4.481 -0.442 0.00
C 0.981 -2.316 -3.782 0.01
C 1.908 -2.787 -2.858 0.00
C 2.769 2.385 -0.727 0.00
C 4.094 0.836 2.717 0.00
C -0.345 2.180 1.443 -0.01
C 1.658 3.078 -1.222 0.00
C 3.902 3.099 -0.326 0.01
C -1.950 1.452 -0.412 -0.01
H 4.815 5.030 -0.138 0.00
H -4.881 -2.499 -0.420 0.00
H -2.480 -2.007 -0.571 0.01
H 2.850 6.233 -1.014 0.00
H -0.169 -0.642 -4.478 0.00
H -2.190 4.011 1.810 0.00
H -6.741 -3.487 0.698 0.00
H 4.507 1.807 2.453 0.00
H 3.820 -2.937 0.929 0.00
H -4.951 2.844 -1.251 0.00
H 6.794 -0.828 1.155 0.00
H 6.369 0.561 0.148 0.00
H 0.825 4.992 -1.684 0.00
H -4.171 -5.107 2.895 0.00
H 6.076 -1.090 -0.438 0.00
H 3.045 -2.328 -1.113 0.00
H -1.744 -4.627 2.757 0.00
H 3.040 0.954 2.969 0.00
H 2.245 -3.813 -2.901 0.00
H 4.352 -2.562 2.568 0.00
H 2.680 -2.242 2.100 0.00
H -6.337 -5.176 1.007 0.00
H 0.760 0.908 -2.823 -0.01
H -6.518 -4.063 2.355 0.00
H 4.760 2.574 0.077 0.00
H 0.751 2.551 -1.493 0.00
H 4.623 0.453 3.590 0.00
H 0.595 -2.985 -4.540 0.00
```

Values from the calculation:
⟨S²⟩   0.7548
LUMO (spin up / spin down)   -4.814 / -5.345 eV
Total charge   +1
Spin multiplicity   2
Energy above the lowest of the compared OMol25 structures with the same formula, charge and spin   1.247 eV
Gap between HOMO and LUMO (spin up / spin down)   6.9 / 6.7 eV

[3]
Formula: C29H28N8O6Pd
Source: the Open Molecules 2025 dataset
Level of theory: ωB97M-V/def2-TZVPD

```
72
Properties=species:S:1:pos:R:3:lowdin_charge:R:1
Pd 0.235 0.195 -1.398 1.04
O 1.525 2.083 1.190 0.05
O 0.026 0.309 5.044 0.09
O -1.191 6.896 -1.450 -0.03
O 1.074 6.988 -1.708 -0.02
O -0.927 -1.710 0.878 -0.01
O 1.982 -2.058 -0.230 0.06
N 2.227 0.710 -2.055 0.04
N 0.295 -1.899 -1.780 0.07
N 0.926 -3.969 -0.781 -0.02
N -1.922 0.555 -1.178 0.04
N 0.748 1.166 3.088 0.21
N 0.119 2.165 -1.551 0.02
N -1.378 -1.830 -3.324 0.17
N 0.222 0.232 0.959 0.12
C -0.650 -2.542 -2.456 -0.38
C -0.409 -0.803 1.547 -0.47
C 1.709 -2.198 3.249 -0.07
C -0.875 -3.935 -2.298 0.00
C -2.009 -1.017 3.445 -0.17
C 1.240 4.235 -1.668 0.08
C -3.536 2.291 -1.392 0.01
C -4.235 0.042 -0.992 -0.04
C 1.110 -2.580 -0.884 -0.51
C 4.803 1.619 -1.631 -0.03
C 1.260 2.855 -1.645 -0.19
C -2.816 0.208 3.015 -0.06
C -0.062 -4.593 -1.445 -0.03
C -2.221 1.856 -1.334 -0.18
C -1.135 4.148 -1.367 0.08
C -4.555 1.370 -1.224 -0.04
C 2.456 2.003 -1.743 -0.20
C -0.519 -0.927 3.069 -0.31
C 4.569 0.299 -1.990 -0.04
C 1.830 -4.683 0.120 0.01
C 0.031 4.891 -1.514 -0.05
C 0.204 -2.214 3.512 -0.17
C 3.732 2.484 -1.510 0.02
C -0.031 6.456 -1.518 -0.68
C -1.069 2.774 -1.422 -0.17
C 0.092 0.229 3.834 -0.44
C 3.267 -0.115 -2.177 -0.11
C 0.860 1.187 1.690 -0.52
C -2.903 -0.326 -0.985 -0.13
H 2.132 4.834 -1.804 0.13
H -0.163 -5.654 -1.263 0.14
H -2.756 0.360 1.933 0.06
H -2.068 -1.139 4.527 0.12
H 3.039 -1.137 -2.441 0.11
H -2.145 -2.243 -3.822 0.12
H 2.154 -3.158 3.519 0.07
H -2.587 -1.339 -0.781 0.10
H -2.408 -1.916 2.974 0.12
H -5.004 -0.697 -0.810 0.11
H 2.851 -4.623 -0.251 0.10
H -3.745 3.338 -1.562 0.12
H 2.204 -1.429 3.847 0.08
H -2.449 1.113 3.505 0.08
H 3.867 3.512 -1.205 0.13
H -5.589 1.688 -1.261 0.12
H -2.065 4.684 -1.225 0.12
H 1.930 -2.001 2.196 0.06
H -3.868 0.091 3.280 0.07
H 0.014 -2.346 4.579 0.12
H 5.810 1.968 -1.442 0.12
H -0.267 -3.041 2.978 0.11
H -1.665 -4.442 -2.830 0.11
H 1.800 -4.231 1.108 0.08
H 1.520 -5.723 0.174 0.09
H -1.218 -0.837 -3.381 0.09
H 1.195 1.923 3.581 0.16
H 5.381 -0.404 -2.111 0.11
```

Values from the calculation:
LUMO (spin up / spin down)   -1.045 / -1.045 eV
Energy above the lowest of the compared OMol25 structures with the same formula, charge and spin   0.281 eV
Gap between HOMO and LUMO (spin up / spin down)   6.8 / 6.8 eV